Molecular formula: C58H126N6O10
Method: DFT, wB97M-V/def2-TZVPD

Last column: Mulliken charge in e.
Atoms and positions in Å:
C1 -7.46037 0.87344 5.21769  -1.62
C2 -8.22122 -0.36134 4.62505  1.78
C3 -9.55744 -0.47559 5.31873  -1.96
C4 -8.49254 -0.10839 3.05892  -1.44
C5 -7.13752 -0.29620 2.29417  -0.41
C6 -6.62062 -1.78113 2.44871  -1.29
C7 -6.33708 -2.06661 4.03992  2.14
C8 -6.34805 -3.57134 3.95374  -2.27
C9 -5.06269 -1.53741 4.55155  -1.48
N1 -7.45252 -1.64266 4.91802  0.17
O1 -7.36784 -1.98342 6.27163  -0.45
H1 -6.57310 1.06615 4.61459  0.12
H2 -8.01090 1.80264 5.36467  0.44
H3 -7.00348 0.75392 6.20007  0.32
H4 -10.13884 0.39277 5.00884  0.42
H5 -9.93228 -1.46477 5.05586  0.49
H6 -9.48397 -0.41737 6.40469  0.35
H7 -9.25400 -0.71209 2.56514  0.38
H8 -8.73706 0.95241 3.00416  0.50
H9 -7.29386 -0.18422 1.22127  0.67
H10 -6.43346 0.52414 2.43371  -0.01
H11 -5.69822 -1.67703 1.87736  0.25
H12 -7.41717 -2.27471 1.89195  0.59
H13 -7.36654 -3.95369 4.02164  0.50
H14 -5.87304 -4.11632 4.76950  0.32
H15 -6.01256 -4.09394 3.05796  0.30
H16 -4.18731 -1.68237 3.91846  -0.21
H17 -4.63649 -2.00801 5.43754  0.72
H18 -5.06733 -0.44851 4.60017  0.14
H19 -6.50399 -1.60942 6.46000  0.44
C10 6.24503 -1.21087 -2.70543  -1.71
C11 6.26368 -1.94197 -1.36365  1.74
C12 5.36055 -1.37442 -0.22102  -1.01
C13 5.74666 -3.38124 -1.68038  -0.52
C14 5.84853 -4.36293 -0.52007  -0.79
C15 7.31318 -4.44334 -0.14941  -1.63
C16 8.05385 -3.11347 0.13087  1.69
C17 7.67820 -2.71574 1.56974  -1.47
C18 9.59710 -3.32175 -0.05182  -1.88
N2 7.68671 -2.11158 -0.94415  0.11
O2 8.31126 -0.89892 -0.82499  -0.47
H20 5.29123 -1.27118 -3.22958  0.17
H21 6.67025 -0.20840 -2.65740  0.33
H22 6.85682 -1.75501 -3.42497  0.53
H23 4.64108 -0.68370 -0.66077  -0.06
H24 4.89241 -2.06276 0.48263  0.05
H25 5.96410 -0.60858 0.26612  0.44
H26 4.66228 -3.38608 -1.79083  -0.78
H27 6.22632 -3.92768 -2.49241  0.72
H28 5.33275 -4.19435 0.42527  0.34
H29 5.49424 -5.37863 -0.69594  0.54
H30 7.85014 -4.95711 -0.94680  0.44
H31 7.45541 -5.11690 0.69568  0.40
H32 7.75099 -1.64542 1.76260  0.20
H33 8.27602 -3.28093 2.28477  0.45
H34 6.65104 -3.06762 1.66582  0.37
H35 10.07332 -2.36544 0.16450  0.39
H36 9.75800 -3.56491 -1.10210  0.47
H37 9.93089 -4.02926 0.70719  0.40
H38 7.82966 -0.45589 -0.12258  0.43
C19 -3.96548 6.84782 -1.49868  -1.94
C20 -3.62015 5.33103 -1.68589  1.87
C21 -3.67484 5.10060 -3.17920  -2.33
C22 -2.14761 5.13243 -1.21725  -0.71
C23 -2.05234 5.06366 0.28218  -1.02
C24 -3.07443 4.08707 0.92583  -0.75
C25 -4.47610 4.44858 0.53382  1.49
C26 -5.39391 3.35744 1.11886  -2.00
C27 -4.89689 5.71195 1.40083  -1.90
N3 -4.57193 4.50287 -0.89010  0.65
O3 -5.79518 4.43013 -1.41159  -0.49
H39 -3.44974 7.32427 -0.66494  0.26
H40 -3.72045 7.43884 -2.38115  0.50
H41 -5.03148 6.99917 -1.32884  0.37
H42 -4.66852 5.24518 -3.60321  0.53
H43 -2.98822 5.69087 -3.78602  0.41
H44 -3.59204 4.03908 -3.41246  0.46
H45 -1.85618 4.17438 -1.64772  -0.03
H46 -1.59925 6.01163 -1.55546  0.59
H47 -1.08502 4.71245 0.64140  0.35
H48 -2.15503 6.08946 0.63616  0.39
H49 -2.85208 4.04656 1.99214  0.59
H50 -2.90552 3.10457 0.48508  -0.19
H51 -5.23733 2.34087 0.75808  0.22
H52 -6.42166 3.67095 0.93566  0.59
H53 -5.30258 3.40364 2.20404  0.45
H54 -4.37449 6.64765 1.20160  0.41
H55 -4.54569 5.64976 2.43082  0.41
H56 -5.92800 5.98169 1.17244  0.45
H57 -5.61964 3.78162 -2.09731  0.36
C28 3.53867 4.49583 -2.48214  -1.98
C29 3.51744 3.27667 -3.29041  2.49
C30 4.83532 2.51590 -2.89275  -2.60
C31 2.43734 2.32967 -2.78148  -0.06
C32 1.06168 2.40368 -3.38827  -0.46
C33 1.15720 2.47306 -4.91378  -0.24
C34 2.16023 3.45867 -5.49359  1.10
C35 2.41064 2.93356 -6.98632  -1.67
C36 1.63901 4.93604 -5.56494  -1.66
N4 3.44715 3.40665 -4.75552  0.49
O4 4.51906 4.22816 -5.29377  -0.50
H58 2.72561 5.17653 -2.73449  0.28
H59 3.53673 4.22444 -1.42647  0.44
H60 4.38722 5.15082 -2.67977  0.37
H61 4.71840 2.11101 -1.88751  0.40
H62 4.95337 1.65719 -3.55365  0.72
H63 5.69747 3.18279 -2.89902  0.51
H64 2.71836 1.27687 -2.75453  -0.31
H65 2.09676 2.64869 -1.79643  -0.16
H66 0.36873 1.64581 -3.02282  0.24
H67 0.52616 3.32013 -3.14039  0.16
H68 0.13251 2.73262 -5.17977  0.60
H69 1.44672 1.49829 -5.30634  -0.87
H70 1.48326 3.09872 -7.53477  0.41
H71 2.68465 1.87861 -6.99628  0.31
H72 3.18016 3.52188 -7.48612  0.42
H73 0.91403 5.02745 -6.37374  0.45
H74 2.58216 5.43167 -5.79497  0.40
H75 1.30815 5.15319 -4.54932  0.29
H76 5.13462 3.50579 -5.14925  0.39
C37 2.26273 -1.90856 -2.26710  0.09
C38 1.47289 -3.10851 -2.77370  1.87
C39 1.97343 -4.40544 -2.06284  -2.16
C40 -0.09158 -3.10784 -2.47226  -0.89
C41 -0.73740 -2.01981 -3.34221  0.10
C42 -0.63149 -2.47488 -4.81236  -1.37
C43 0.93003 -2.51704 -5.26340  1.02
C44 1.09891 -3.14306 -6.62435  -2.13
C45 1.45539 -1.10262 -5.41265  -0.83
N5 1.64701 -3.34650 -4.26490  0.23
O5 3.02882 -3.58439 -4.56555  -0.43
H77 3.12280 -1.76962 -2.92215  -0.58
H78 1.71812 -0.99129 -2.04322  -0.21
H79 2.57993 -2.21414 -1.27006  0.76
H80 1.90627 -4.21690 -0.99137  0.38
H81 1.32621 -5.23547 -2.34614  0.52
H82 2.98920 -4.73298 -2.28428  0.35
H83 -0.66836 -4.02089 -2.32472  0.40
H84 -0.19430 -2.58925 -1.51904  -0.20
H85 -1.80659 -2.07560 -3.13770  0.65
H86 -0.46305 -1.00478 -3.05487  -0.50
H87 -1.17320 -1.86429 -5.53474  0.46
H88 -0.96235 -3.51322 -4.83402  0.38
H89 2.06276 -3.17630 -7.13229  0.30
H90 0.39810 -2.83880 -7.40177  0.39
H91 0.89264 -4.20407 -6.48350  0.53
H92 2.53142 -1.16715 -5.57419  0.34
H93 1.29458 -0.61412 -4.45161  -0.46
H94 1.05563 -0.53420 -6.25242  0.73
H95 3.16372 -2.91647 -5.24178  0.46
C46 -1.79345 -2.25899 1.35831  -1.63
C47 -1.74961 -0.71242 1.92948  1.58
C48 -3.08782 0.10839 1.75635  -0.81
C49 -1.63950 -0.92576 3.48793  -0.81
C50 -0.26154 -1.08814 4.03753  -1.27
C51 0.64212 0.08417 3.45790  -1.53
C52 0.71251 0.23702 1.84210  1.68
C53 1.29876 1.66880 1.56743  -1.12
C54 1.63807 -1.01434 1.35986  -1.05
N6 -0.68416 0.05669 1.28508  0.55
O6 -0.71043 0.00971 -0.04204  0.31
H96 -0.99079 -2.97736 1.52497  0.39
H97 -2.69154 -2.82561 1.60425  0.44
H98 -1.83369 -2.32559 0.27110  0.39
H99 -3.08958 0.94786 2.45160  0.52
H100 -3.29006 0.39338 0.72389  0.45
H101 -3.99799 -0.48791 1.82063  -1.05
H102 -2.24931 -0.24225 4.07875  0.59
H103 -2.09773 -1.90654 3.61521  -0.15
H104 -0.24637 -1.05565 5.12695  0.56
H105 0.19759 -2.03582 3.75613  0.23
H106 1.67590 -0.15124 3.71083  0.31
H107 0.33291 1.00784 3.94713  0.56
H108 2.05483 1.86451 0.80706  0.15
H109 1.67243 2.11582 2.48865  0.33
H110 0.48850 2.25400 1.13254  -0.05
H111 1.04125 -1.88438 1.63357  0.42
H112 2.60134 -0.97442 1.86842  0.28
H113 1.90457 -0.97191 0.30379  -0.31
H114 -1.09394 0.85221 -0.29642  0.09
O7 4.96045 1.30643 6.61988  -0.56
C55 5.53892 1.48400 5.31166  -0.35
C56 4.55781 1.03932 4.23187  -0.11
O8 4.62857 1.86970 3.02285  -0.51
H115 5.27412 0.65147 7.24776  0.31
H116 5.75264 2.54786 5.20848  0.22
H117 6.46098 0.92210 5.16284  0.30
H118 3.51859 1.30211 4.42950  0.15
H119 4.60217 0.00516 3.89031  0.31
H120 4.64971 2.80254 3.24859  0.25
O9 -2.01973 -4.61917 5.31027  -0.55
C57 -1.61038 -5.29807 4.11617  0.32
C58 -2.70754 -6.35488 3.61679  -0.49
O10 -4.02549 -5.86016 3.89489  -0.48
H121 -2.97253 -4.67252 5.41486  0.34
H122 -1.34776 -4.52197 3.39729  -0.43
H123 -0.74216 -5.89444 4.39661  0.35
H124 -2.49792 -7.24543 4.20931  0.29
H125 -2.65082 -6.64116 2.56657  0.40
H126 -4.65236 -6.31626 3.32866  0.28

Its energy above the lowest of the compared OMol25 structures with the same formula, charge and spin is 902.3 kJ/mol. For the total energy, the calculation gives -3365.83757 a.u. The calculation puts the gap between HOMO and LUMO at 0.3044 hartree. Its structure (SMILES) is CC1(C)CCCC(C)(C)N1O.CC1(C)CCCC(C)(C)N1O.CC1(C)CCCC(C)(C)N1O.CC1(C)CCCC(C)(C)N1O.CC1(C)CCCC(C)(C)N1O.CC1(C)CCCC(C)(C)N1O.OCCO.OCCO.